No. 1
Below is a structure of composition C19H32Cl2N3O4Tm, with properties calculated with ωB97M-V with the def2-TZVPD basis set.

Geometry (Å):
1 O 0.72147 -0.02802 -1.79565
2 C -0.49334 0.38400 -1.95002
3 C -0.47862 1.75311 -2.62123
4 C 0.22045 2.79829 -2.03320
5 H 0.56187 2.68889 -1.00554
6 C 0.46957 3.97552 -2.73439
7 H 1.03766 4.78340 -2.27235
8 C -0.03991 4.13206 -4.03046
9 H 0.11104 5.07290 -4.57852
10 C -0.78987 3.09726 -4.60710
11 H -1.22707 3.22337 -5.60287
12 C -0.99142 1.90049 -3.90760
13 H -1.55118 1.07711 -4.35545
14 H -0.98915 -0.31821 -2.65977
15 C -2.72493 -0.93684 -0.92488
16 C -1.91217 0.32741 -0.67895
17 H -3.58903 -0.69567 -1.55658
18 H -3.10686 -1.39498 -0.00437
19 H -2.15761 -1.68647 -1.47761
20 C -2.56203 1.52193 -0.52806
21 C -4.04321 1.69912 -0.34227
22 H -2.07456 2.47298 -0.75508
23 H -4.48931 2.16888 -1.23001
24 H -4.27794 2.37552 0.47914
25 H -4.62270 0.79262 -0.17000
26 Tm -0.97799 0.16315 1.49686
27 Cl 0.11442 2.45232 1.47565
28 Cl -3.18624 0.14338 2.55486
29 H 4.53249 1.23966 -1.51049
30 H 4.68947 1.89948 1.00066
31 C 3.45757 1.39012 -1.33804
32 C 3.60758 1.76177 1.12583
33 N 3.09406 0.97042 0.01169
34 H 2.87245 0.80167 -2.05408
35 C 2.34375 -0.11650 0.20055
36 O 1.60618 -0.33264 1.18915
37 H 3.40054 1.24123 2.06415
38 H 2.44030 -0.85529 -0.61794
39 H 3.22390 2.45471 -1.46418
40 H 3.12273 2.74490 1.13960
41 H -0.55518 -5.44531 1.75133
42 H 1.27150 -5.63370 -0.19013
43 C -1.08571 -4.81755 1.02575
44 C 0.66588 -4.89551 -0.73232
45 N -0.12881 -4.09103 0.19526
46 H -1.70826 -4.08401 1.53788
47 C -0.04491 -2.76898 0.26160
48 O -0.80680 -2.05485 0.98693
49 H 1.32492 -4.24125 -1.31222
50 H 0.72721 -2.29135 -0.36181
51 H -1.69531 -5.47801 0.39943
52 H 0.01181 -5.45183 -1.41771
53 C 0.16771 -0.41025 5.78920
54 C 0.54895 -0.53650 4.36797
55 N 1.70423 -1.07746 4.04270
56 O -0.22463 -0.12053 3.46593
57 H 0.89513 -0.93318 6.39400
58 H -0.82264 -0.82591 5.94829
59 H 0.13319 0.63764 6.07535
60 H 2.00456 -1.15295 3.07329
61 H 2.27480 -1.47055 4.76782

<S²>   2.002
2S+1   3
HOMO-LUMO gap (spin up / spin down)   0.261 / 0.261 Ha
Net charge   0

These are the Löwdin partial charges, in e, on atoms 1 to 4: atom 1 (O): -0.182, atom 2 (C): -0.381, atom 3 (C): -0.204, atom 4 (C): -0.077

No. 2
Below is a cluster of 5 separate species, C19H32Cl8F3N3O in total, with properties calculated with ωB97M-V with the def2-TZVPD basis set.

Geometry (Å):
1 N -2.11071 -2.78754 -4.42048
2 C -2.26298 -2.72068 -3.31489
3 C -2.07225 -2.28393 -1.86936
4 C -2.94713 -1.00776 -1.67608
5 O -3.50081 -0.93618 -0.34732
6 C -4.59364 -0.15260 -0.33230
7 F -5.67427 -0.83803 -0.71155
8 F -4.48083 0.91706 -1.13800
9 F -4.80781 0.33379 0.87532
10 C -0.55919 -2.05883 -1.49696
11 C -0.17079 -3.12584 -0.48219
12 N 0.21505 -3.90370 0.23548
13 C 0.43188 -2.24013 -2.69985
14 C 1.91317 -1.92332 -2.29323
15 C 2.26534 -0.42688 -2.60902
16 C 2.20496 0.52380 -1.37899
17 C 3.44352 0.44721 -0.42079
18 N 4.21945 -0.80749 -0.56655
19 H -2.43091 -3.12720 -1.25028
20 H -3.73041 -1.03401 -2.45646
21 H -2.30987 -0.12377 -1.85546
22 H -0.38451 -1.08994 -0.99654
23 H 0.14931 -1.64313 -3.58132
24 H 0.37682 -3.31829 -2.95625
25 H 2.55152 -2.58792 -2.90581
26 H 2.09784 -2.09612 -1.21877
27 H 3.22640 -0.35923 -3.15715
28 H 1.50066 -0.05166 -3.32705
29 H 2.17897 1.55635 -1.78615
30 H 1.28551 0.29468 -0.80845
31 H 3.03753 0.45727 0.61828
32 H 4.13272 1.30647 -0.53448
33 H 4.41183 -1.23097 0.33188
34 H 5.06511 -0.63897 -1.09694
35 Cl 5.28863 2.06551 3.22924
36 C 3.77807 2.64825 3.97572
37 C 2.59545 1.77545 3.62819
38 Cl 2.15061 1.90077 1.90509
39 H 3.62235 3.67820 3.65956
40 H 3.93632 2.64310 5.05385
41 H 1.72409 2.08680 4.20387
42 H 2.79024 0.72844 3.84879
43 Cl 0.76390 -1.27080 5.06825
44 C 2.01422 -2.22910 5.90140
45 C 2.60361 -1.49325 7.08061
46 Cl 3.57927 -0.08989 6.57516
47 H 2.77836 -2.49229 5.17217
48 H 1.53596 -3.14724 6.24160
49 H 3.26633 -2.15560 7.63696
50 H 1.83017 -1.13787 7.75892
51 Cl -1.52716 2.55253 -7.91075
52 C -1.75224 0.82626 -7.52946
53 C -2.49303 0.62049 -6.23104
54 Cl -1.52611 1.11851 -4.81839
55 H -0.77120 0.35533 -7.50811
56 H -2.32225 0.39214 -8.35039
57 H -2.72184 -0.43769 -6.09987
58 H -3.42816 1.17731 -6.21126
59 Cl -1.86302 2.60712 2.73874
60 C -3.64136 2.72674 2.71236
61 C -4.14381 3.93756 3.46078
62 Cl -3.87732 3.80246 5.21769
63 H -4.04651 1.80493 3.12513
64 H -3.93770 2.79060 1.66584
65 H -5.21805 4.04335 3.31087
66 H -3.65928 4.84932 3.11619

HOMO-LUMO gap   0.344 Ha
SMILES   N#C[C@H](COC(F)(F)F)[C@@H](C#N)CCCCCN.ClCCCl.ClCCCl.ClCCCl.ClCCCl
Net charge   0

These are the Löwdin partial charges, in e, on atoms 1 to 4: atom 1 (N): 0.188, atom 2 (C): -0.181, atom 3 (C): -0.181, atom 4 (C): -0.117

No. 3
Below is a structure of composition C19H32ClIrN3, with properties calculated with ωB97M-V with the def2-TZVPD basis set.

Geometry (Å):
1 C -5.30246 -1.74604 -3.87040
2 C -5.93474 -2.99030 -3.23296
3 C -6.33740 -0.61655 -3.95413
4 C -4.78319 -2.08538 -5.27382
5 Cl -3.92597 -1.19689 -2.84906
6 H -7.18828 -0.93096 -4.57328
7 H -5.90485 0.28159 -4.40694
8 H -6.72019 -0.35825 -2.96141
9 H -6.78054 -3.33588 -3.84283
10 H -6.31188 -2.77184 -2.22855
11 H -5.21259 -3.81058 -3.16506
12 H -5.61387 -2.41889 -5.91067
13 H -4.04313 -2.89161 -5.23821
14 H -4.32600 -1.21124 -5.74886
15 C -0.23185 0.65665 2.26324
16 C -1.11744 1.63417 1.66587
17 C -2.11648 0.89239 0.90894
18 H -1.04348 2.70236 1.80511
19 C -1.86705 -0.51403 1.11592
20 C -0.74212 -0.65273 1.96376
21 H -0.35143 -1.57405 2.35850
22 H 0.63292 0.88318 2.85532
23 H -2.91981 1.31857 0.32910
24 H -2.46229 -1.32724 0.73980
25 C 1.64800 0.44323 -1.61628
26 C 1.71697 1.59584 -0.76209
27 C 0.55657 2.40574 -0.98657
28 H 2.51094 1.87100 -0.08876
29 C -0.28326 1.67660 -1.91450
30 C 0.41949 0.48416 -2.29709
31 H 0.09103 -0.25043 -3.02147
32 H 2.43285 -0.29755 -1.73770
33 H 0.40781 3.38904 -0.55140
34 H -1.24049 2.01335 -2.28885
35 Ir -0.16450 0.77876 0.03954
36 C 4.70387 1.09461 0.36421
37 N 4.48609 0.83267 1.76371
38 C 5.45392 1.48325 2.61439
39 C 3.43053 0.09934 2.20454
40 N 2.58990 -0.53037 1.41346
41 N 3.27616 -0.14902 3.53705
42 C 3.99274 0.27183 4.71724
43 C 2.15080 -0.97033 3.89049
44 H 5.78005 1.06637 0.20284
45 H 4.35878 2.10160 0.10318
46 H 4.21481 0.35068 -0.26241
47 H 5.00673 2.25883 3.25979
48 H 6.06145 0.75959 3.17870
49 H 6.13606 1.99939 1.93227
50 H 2.76274 -0.30653 0.43853
51 H 3.27908 0.78021 5.39393
52 H 4.34078 -0.64888 5.22304
53 H 4.83965 0.93149 4.54290
54 H 1.32755 -0.32829 4.25363
55 H 1.82784 -1.51209 2.99961
56 H 2.48917 -1.63052 4.70471

<S²>   8.794
2S+1   6
HOMO-LUMO gap (spin up / spin down)   0.265 / 0.162 Ha
Net charge   +2

These are the Löwdin partial charges, in e, on atoms 1 to 4: atom 1 (C): -0.960, atom 2 (C): -0.118, atom 3 (C): -0.119, atom 4 (C): -0.118

No. 4
Below is a cluster of 2 separate species, C19H32F3IN2O3PS in total, with properties calculated with ωB97M-V with the def2-TZVPD basis set.

Geometry (Å):
1 C -4.24184 1.33652 1.55088
2 C -3.89864 1.95650 0.17622
3 O -3.65148 1.22683 -0.73081
4 O -3.84777 3.34204 -0.02480
5 C -2.42827 3.63915 -0.15909
6 C -2.17162 5.15703 0.12924
7 C -0.67110 5.55067 -0.27480
8 C 0.22580 4.28900 -0.33173
9 C 0.52456 3.72717 -1.63621
10 I -0.10512 4.45423 -3.51842
11 C 1.32127 2.52882 -1.54850
12 S 1.84363 1.58988 -2.99017
13 C 1.69229 2.09160 -0.21207
14 C 2.51561 0.75993 -0.11504
15 C 2.36860 0.11353 1.32246
16 C 0.97711 -0.51412 1.54994
17 F 0.53917 -1.25861 0.51701
18 F 1.11530 -1.37770 2.60912
19 F 0.01363 0.36980 1.91167
20 N 1.44013 2.65275 0.95382
21 N 0.69727 3.74874 0.79325
22 P 0.26023 4.54956 2.36834
23 C 1.74115 4.23722 3.45131
24 O -1.03436 3.63713 2.90241
25 H -4.99551 1.98107 2.04520
26 H -4.58934 0.29161 1.41333
27 H -3.32015 1.26851 2.17645
28 H -2.14370 3.36647 -1.20382
29 H -1.91685 2.98929 0.59239
30 H -2.25433 5.28471 1.22587
31 H -2.84204 5.80364 -0.46483
32 H -0.25960 6.35807 0.35700
33 H -0.77050 5.99369 -1.29253
34 H 3.20061 1.71146 -3.10259
35 H 2.15518 -0.00597 -0.82509
36 H 3.58340 1.03561 -0.23239
37 H 3.09740 -0.72983 1.33101
38 H 2.65750 0.79814 2.13979
39 H 1.63466 4.68250 4.45879
40 H 1.83977 3.13374 3.59841
41 H 2.63587 4.57871 2.89115
42 H -1.33940 3.96192 3.76880
43 C 1.24445 -3.30252 -2.00829
44 C 1.21271 -4.25154 -0.81584
45 C 1.56791 -5.69202 -1.18100
46 C 0.61370 -6.36552 -2.17023
47 C -0.84949 -6.41435 -1.72988
48 C -1.06828 -7.22166 -0.45520
49 H 0.51227 -3.58170 -2.76770
50 H 1.01366 -2.28439 -1.68682
51 H 2.23462 -3.29448 -2.47157
52 H 0.22889 -4.20923 -0.33865
53 H 1.92945 -3.89678 -0.06817
54 H 1.62024 -6.28576 -0.26371
55 H 2.57689 -5.71227 -1.60737
56 H 0.96506 -7.38697 -2.34834
57 H 0.67330 -5.85628 -3.13728
58 H -1.43739 -6.86669 -2.53361
59 H -1.24307 -5.40206 -1.59650
60 H -0.72590 -8.25085 -0.58385
61 H -2.12955 -7.24885 -0.20145
62 H -0.53799 -6.78707 0.39453

HOMO-LUMO gap   0.270 Ha
Net charge   +1

These are the Löwdin partial charges, in e, on atoms 1 to 4: atom 1 (C): 0.027, atom 2 (C): -0.506, atom 3 (O): 0.134, atom 4 (O): -0.032

| no. | F_max (eV/Å) |
| --- | --- |
| 1 | 3.20 |
| 2 | 5.60 |
| 3 | 4.31 |
| 4 | 3.09 |